[1]
78
Properties=species:S:1:pos:R:3:forces:R:3:mulliken_charge:R:1 method="wB97M-V/def2-TZVPD" energy_ev=-128496.6770 charge=+2 largest_force_ev_per_a=0.13 e_lumo_ev=-7.91 spin_multiplicity=1 e_above_lowest_ev=0.0000
Pt -2.218 1.451 -0.605 -0.02 -0.03 0.02 0.916
O -0.625 1.683 1.963 0.01 0.00 0.01 -0.422
C -1.649 1.233 2.813 -0.04 0.00 0.01 -1.087
C -2.615 0.216 2.236 -0.01 -0.05 0.03 1.002
C -3.210 -0.659 3.141 0.00 0.01 -0.02 -0.903
C -4.186 -1.541 2.725 0.00 0.00 0.00 -0.455
C -4.550 -1.539 1.387 0.00 0.00 0.00 -1.057
C -3.918 -0.660 0.538 0.00 0.01 -0.02 0.053
N -2.961 0.201 0.939 0.03 0.02 0.05 0.084
H -0.991 2.371 1.383 -0.02 0.02 0.02 0.181
H -2.247 2.073 3.181 0.02 0.01 0.00 0.240
H -1.169 0.777 3.678 0.00 0.00 0.00 0.481
H -2.905 -0.622 4.178 0.00 0.00 0.00 0.478
H -4.659 -2.213 3.429 0.00 0.00 0.00 0.438
H -5.318 -2.195 1.003 0.00 0.00 0.00 0.500
H -4.187 -0.610 -0.508 0.00 -0.01 0.00 0.370
C 5.728 -6.275 6.404 0.00 0.00 0.00 -0.826
O 6.437 -5.196 5.743 0.00 0.00 0.00 -0.340
C 5.874 -4.457 4.846 -0.01 0.00 0.00 0.969
C 4.517 -4.633 4.415 0.01 0.00 0.00 -0.681
C 4.015 -3.817 3.465 -0.01 0.00 0.00 -0.077
C 4.831 -2.768 2.897 -0.01 -0.02 0.01 0.320
C 6.199 -2.629 3.336 0.00 0.00 -0.01 -0.204
C 6.704 -3.441 4.285 0.00 0.00 0.00 -0.871
N 4.431 -1.902 2.007 0.05 0.07 0.02 -0.632
N 3.211 -2.025 1.507 -0.06 -0.11 -0.02 -0.137
C 2.568 -0.947 1.188 0.01 0.06 -0.01 0.696
C 2.991 0.388 1.599 0.01 0.02 0.00 -0.682
C 2.355 1.474 1.160 -0.02 -0.02 0.00 -0.900
C 1.240 1.379 0.190 0.05 -0.02 -0.02 0.205
O 0.921 2.313 -0.500 0.01 0.00 0.02 -0.431
C 0.629 0.021 -0.006 0.00 0.02 0.00 0.651
N -0.537 -0.053 -0.661 -0.03 -0.01 0.00 -0.255
C -0.999 -1.264 -0.989 0.02 -0.03 -0.01 -0.336
C -0.344 -2.441 -0.656 -0.01 0.01 -0.01 -1.194
C 0.819 -2.366 0.080 0.01 0.00 0.00 -0.447
C 1.322 -1.109 0.415 0.01 0.00 0.00 0.696
H 6.447 -6.696 7.096 0.00 0.00 0.00 0.245
H 5.430 -7.021 5.670 0.00 0.00 0.00 0.378
H 4.872 -5.877 6.943 0.00 0.00 0.00 0.376
H 3.916 -5.424 4.838 0.00 0.00 0.00 0.457
H 3.004 -3.940 3.103 0.00 0.00 0.00 0.453
H 6.791 -1.847 2.878 0.00 0.00 0.00 0.481
H 7.721 -3.363 4.642 0.00 0.00 0.00 0.465
H 3.854 0.465 2.245 0.00 0.00 0.00 0.476
H 2.674 2.476 1.413 0.01 0.00 0.00 0.535
H -1.935 -1.280 -1.533 0.00 -0.01 0.00 0.579
H -0.762 -3.391 -0.957 0.00 0.00 0.00 0.480
H 1.346 -3.257 0.389 0.00 0.00 0.00 0.534
Cl -4.762 0.890 -2.531 0.01 0.00 0.01 -0.142
C -4.992 2.127 -1.328 -0.02 0.02 0.02 0.897
C -3.927 2.477 -0.500 -0.05 -0.05 -0.04 -1.610
C -4.137 3.529 0.380 0.00 0.01 0.02 0.919
Cl -2.812 4.089 1.360 0.00 0.01 0.00 -0.158
C -5.363 4.183 0.487 0.00 0.00 0.00 0.059
Cl -5.576 5.464 1.605 0.00 0.00 0.00 -0.166
C -6.421 3.784 -0.327 0.00 -0.01 0.00 0.358
Cl -7.942 4.562 -0.203 0.00 0.00 0.00 -0.156
C -6.233 2.754 -1.249 0.00 0.00 -0.01 0.057
Cl -7.522 2.276 -2.272 0.00 0.00 0.00 -0.173
N -0.417 1.219 -3.575 0.03 0.00 0.02 -0.144
C -0.960 2.432 -3.536 0.02 0.02 0.03 0.697
S -1.743 3.076 -2.159 0.01 0.04 -0.09 -0.580
N -0.893 3.205 -4.619 -0.02 0.02 0.00 -0.050
C -0.190 2.852 -5.821 -0.01 -0.01 -0.01 -0.589
C 1.194 2.951 -5.857 -0.01 0.00 0.01 0.106
C 1.868 2.609 -7.020 0.00 0.00 0.00 -0.582
C 1.158 2.184 -8.135 0.00 0.00 0.00 -0.412
C -0.226 2.094 -8.091 0.00 0.00 0.00 -0.594
C -0.908 2.423 -6.928 0.00 -0.01 -0.01 -0.141
H -0.340 0.715 -2.709 -0.01 -0.01 -0.01 -0.026
H 0.088 0.911 -4.391 -0.01 0.00 -0.01 0.285
H -1.401 4.076 -4.584 0.01 0.00 0.00 0.249
H 1.729 3.310 -4.986 0.00 0.00 0.00 0.450
H 2.945 2.692 -7.062 0.00 0.00 0.00 0.392
H 1.685 1.929 -9.044 0.00 0.00 0.00 0.400
H -0.778 1.769 -8.962 0.00 0.00 0.00 0.388
H -1.987 2.357 -6.877 0.00 0.00 0.00 0.462


[2]
65
Properties=species:S:1:pos:R:3:forces:R:3:nbo_charge:R:1 method="wB97M-V/def2-TZVPD" energy_ev=-78803.8130 charge=+2 largest_force_ev_per_a=0.50 e_lumo_ev=-6.73 spin_multiplicity=1 e_above_lowest_ev=0.1405
Ti -0.235 0.058 -0.003 0.48 -0.14 0.04 1.846
I 6.230 -2.455 3.137 0.05 -0.02 0.00 0.250
C 4.533 -1.485 2.442 -0.08 0.02 -0.09 -0.161
C 3.702 -0.829 3.340 -0.09 0.07 0.09 -0.241
C 2.555 -0.179 2.891 0.39 -0.24 -0.15 -0.205
I 1.252 0.723 4.221 -0.11 0.09 0.05 0.252
C 2.285 -0.191 1.533 -0.30 -0.12 -0.13 0.290
O 1.165 0.392 1.035 -0.22 0.30 0.02 -0.833
C 3.087 -0.869 0.617 0.10 0.01 0.27 -0.101
C 2.698 -0.847 -0.830 -0.02 0.03 -0.10 -0.229
N 1.302 -1.339 -1.060 -0.07 -0.03 -0.14 -0.658
C 1.161 -2.780 -0.754 0.00 -0.02 0.03 -0.270
C 0.303 -2.979 0.462 0.02 -0.02 -0.01 0.244
C 0.188 -4.197 1.118 0.04 0.07 -0.06 -0.222
C -0.631 -4.289 2.229 -0.02 0.01 0.02 -0.095
C -1.304 -3.156 2.680 0.10 0.07 -0.02 -0.216
C -1.127 -1.982 1.983 -0.16 -0.05 0.11 0.053
N -0.367 -1.903 0.882 -0.09 0.13 0.06 -0.592
C 4.220 -1.515 1.084 0.01 -0.01 0.01 -0.203
H 3.939 -0.829 4.395 0.00 0.00 0.00 0.254
H 3.394 -1.456 -1.410 -0.01 0.01 0.00 0.225
H 2.734 0.170 -1.225 0.01 -0.01 0.02 0.246
H 1.120 -1.198 -2.050 0.06 -0.02 0.02 0.415
H 2.139 -3.235 -0.586 -0.01 -0.01 -0.01 0.245
H 0.719 -3.297 -1.610 -0.03 0.01 0.02 0.243
H 0.741 -5.054 0.758 0.00 -0.01 0.01 0.252
H -0.739 -5.230 2.750 0.00 0.00 0.00 0.256
H -1.934 -3.179 3.556 0.00 -0.01 0.01 0.257
H -1.615 -1.063 2.302 0.00 -0.02 0.02 0.218
H 4.867 -2.038 0.391 0.01 -0.01 0.00 0.240
C -2.995 -1.691 -0.654 0.01 0.02 0.00 -0.406
N -2.239 -0.482 -1.046 0.14 -0.05 0.00 -0.533
C -3.197 0.647 -1.094 0.04 0.03 0.03 -0.421
C -1.690 -0.684 -2.417 -0.07 -0.04 -0.02 -0.265
C -0.760 0.443 -2.793 0.00 0.03 -0.16 0.004
C -0.710 0.924 -4.097 -0.02 -0.01 0.07 -0.210
C 0.173 1.944 -4.425 -0.02 -0.02 0.01 -0.166
C 1.002 2.490 -3.454 0.01 0.01 0.00 -0.191
C 0.953 2.014 -2.149 0.05 0.08 0.03 -0.220
C 0.070 0.992 -1.805 -0.20 -0.10 0.02 -0.544
H -3.815 -1.860 -1.357 0.01 0.00 0.01 0.220
H -3.416 -1.556 0.341 0.00 -0.01 -0.01 0.222
H -2.345 -2.564 -0.655 -0.01 0.00 0.00 0.214
H -4.028 0.397 -1.760 0.00 0.00 0.01 0.220
H -2.699 1.537 -1.471 -0.03 -0.01 0.00 0.233
H -3.592 0.836 -0.095 -0.01 0.00 -0.02 0.218
H -2.517 -0.780 -3.129 0.03 0.03 -0.01 0.232
H -1.175 -1.652 -2.417 0.02 0.04 -0.01 0.212
H -1.362 0.507 -4.854 0.00 0.00 -0.01 0.232
H 0.209 2.315 -5.440 0.01 0.01 -0.01 0.244
H 1.687 3.286 -3.714 0.01 0.01 0.00 0.242
H 1.612 2.448 -1.404 -0.01 -0.02 0.00 0.225
C -2.042 3.955 -0.437 -0.01 0.08 -0.01 -0.968
Sb -1.077 2.669 0.941 -0.03 -0.19 -0.09 1.109
C 0.706 3.740 1.314 0.01 0.11 0.02 -0.951
C -2.235 2.954 2.697 -0.02 0.03 0.06 -0.957
H -2.054 4.963 -0.027 0.03 0.01 0.01 0.260
H -3.067 3.641 -0.617 -0.01 -0.01 0.03 0.242
H -1.489 3.955 -1.376 0.00 -0.01 0.00 0.248
H 0.468 4.632 1.891 -0.01 -0.01 0.01 0.256
H 1.145 4.044 0.365 0.00 -0.02 0.00 0.244
H 1.406 3.121 1.867 0.01 -0.03 0.02 0.250
H -1.855 3.824 3.229 0.00 0.02 -0.01 0.258
H -2.185 2.087 3.352 0.03 -0.01 -0.02 0.241
H -3.270 3.136 2.413 -0.01 -0.02 -0.01 0.251